A structure of composition C3H3ClOS in a non-equilibrium geometry, computed with ωB97M-V/def2-TZVPD.

Calculated total energy ... -28561.465 eV
E_LUMO ... -0.20 eV
Orbital gap ... 0.3332 hartree
Charge ... 0
Energy relative to the best compared isomer or geometry (same formula, charge and spin) ... 262.4 kJ/mol

CARTESIAN COORDINATES (ANGSTROEM)
C1 1.678 0.102 0.226
C2 0.399 -0.406 -0.044
C3 -1.822 0.312 -0.128
H1 1.724 1.258 0.901
H2 -0.157 -1.249 -0.498
H3 -2.169 1.290 -0.503
O1 -0.524 0.612 -0.022
S1 -2.373 -1.144 0.107
Cl1 3.243 -0.775 -0.038

Atomic forces in eV per Å
C -1.5 0.7 1.5
C 2.9 2.0 -0.2
C 1.4 1.8 -0.6
H 0.0 -4.0 -2.6
H 1.8 -0.3 0.4
H -1.3 -0.8 0.4
O 0.5 0.7 0.5
S -1.7 -1.1 0.2
Cl -2.0 1.0 0.4

---

A cluster of 2 separate species, C4H5N3 in total in a non-equilibrium geometry, computed with ωB97M-V/def2-TZVPD.

Calculated total energy ... -8695.945 eV
E_LUMO ... 0.46 eV
Orbital gap ... 0.3697 hartree
Charge ... 0
Energy relative to the best compared isomer or geometry (same formula, charge and spin) ... 373.1 kJ/mol

CARTESIAN COORDINATES (ANGSTROEM)
N1 2.131 -0.794 -2.012
C1 1.751 -0.341 -1.020
C2 1.271 0.166 0.199
C3 1.470 1.410 0.515
N2 1.318 2.548 0.940
H1 0.854 -0.380 1.032
H2 0.350 2.709 0.549
C4 -2.146 -0.892 0.153
N3 -0.918 -1.196 0.132
H3 -2.733 -1.114 -0.729
H4 -2.722 -0.616 1.052
H5 -0.625 -1.500 -0.811

Atomic forces in eV per Å
N -0.2 0.2 0.4
C 0.2 -0.9 -0.7
C 1.3 0.1 0.6
C -0.6 1.1 0.6
N -0.9 -0.2 -1.0
H 0.1 -0.6 -0.5
H 0.8 0.9 0.7
C -0.2 -1.2 -0.3
N -0.6 -0.1 0.3
H -0.5 0.5 -0.3
H 0.7 0.1 -0.2
H -0.2 0.1 0.5

---

A structure of composition C5H4O2 in a non-equilibrium geometry, computed with ωB97M-V/def2-TZVPD.

Calculated total energy ... -9339.597 eV
E_LUMO (alpha / beta) ... -0.73 / -0.86 eV
Orbital gap (alpha / beta) ... 0.2738 / 0.2713 hartree
Charge ... 0
Energy relative to the best compared isomer or geometry (same formula, charge and spin) ... 442.4 kJ/mol

CARTESIAN COORDINATES (ANGSTROEM)
C1 2.350 -0.455 -0.860
C2 -0.190 -0.815 -0.602
C3 -0.037 1.134 -0.015
C4 0.990 -0.071 -0.537
C5 -1.137 0.321 -0.183
O1 2.722 -1.569 -1.134
O2 -2.439 0.349 0.208
H1 3.169 0.324 -0.975
H2 -0.124 -1.862 -1.007
H3 0.083 2.117 0.460
H4 -2.427 0.842 0.966

Atomic forces in eV per Å
C 1.5 1.4 -0.7
C 3.1 -1.0 -1.4
C -0.8 -0.3 -0.1
C -4.7 -0.3 0.9
C 2.9 0.5 0.6
O -0.6 -1.0 0.1
O 1.1 -2.1 -3.4
H -1.1 0.0 0.5
H -1.1 1.0 0.6
H 0.1 -0.5 -0.4
H -0.5 2.2 3.2

---

An isolated molecule of C5H4O2 in a non-equilibrium geometry, computed with ωB97M-V/def2-TZVPD.

Calculated total energy ... -9339.651 eV
E_LUMO ... 0.98 eV
Orbital gap ... 0.3488 hartree
Charge ... 0
Energy relative to the best compared isomer or geometry (same formula, charge and spin) ... 437.1 kJ/mol

CARTESIAN COORDINATES (ANGSTROEM)
C1 -0.543 -0.823 1.139
O1 -0.904 0.319 1.642
C2 -0.583 1.354 0.981
C3 -0.027 0.876 -0.187
C4 0.196 -0.494 -0.029
C5 0.990 -0.549 -1.317
O2 0.604 0.823 -1.424
H1 -1.121 -1.761 1.562
H2 -1.130 2.220 1.190
H3 0.474 -1.277 -2.016
H4 2.044 -0.689 -1.540

Atomic forces in eV per Å
C 0.9 -3.6 -1.9
O -2.8 -2.1 4.3
C 1.1 2.9 -4.5
C 1.6 -2.0 0.2
C -1.3 -1.8 3.7
C -2.4 -1.5 -0.5
O 0.7 3.4 -2.3
H 1.9 2.1 -0.7
H -0.2 1.3 0.5
H 0.3 1.2 0.2
H 0.3 0.1 1.1

---

A structure of composition C41H56Cl2LaN7O6S in a non-equilibrium geometry, computed with ωB97M-V/def2-TZVPD.

Calculated total energy ... -102884.292 eV
E_LUMO ... -0.15 eV
Orbital gap ... 0.2485 hartree
Charge ... 0
Energy relative to the best compared isomer or geometry (same formula, charge and spin) ... 360.1 kJ/mol

CARTESIAN COORDINATES (ANGSTROEM)
La1 0.285 -1.261 0.775
O1 -0.433 -3.848 3.831
C1 0.156 -3.858 2.748
O2 0.922 -2.829 2.379
C2 0.167 -5.091 1.830
C3 1.524 -5.077 1.044
C4 1.663 -6.414 0.254
C5 0.676 -6.225 -0.912
C6 -0.050 -4.936 -0.575
O3 1.175 -4.187 -0.097
C7 -0.915 -5.095 0.723
C8 -1.953 -3.867 0.784
O4 -3.135 -4.038 1.026
O5 -1.399 -2.751 0.378
H1 0.037 -5.980 2.478
H2 2.382 -4.735 1.637
H3 1.466 -7.190 0.967
H4 2.724 -6.601 -0.018
H5 0.046 -7.104 -1.113
H6 1.208 -6.102 -1.872
H7 -0.672 -4.454 -1.308
H8 -1.496 -6.005 0.672
N1 6.256 1.210 -1.211
C9 5.691 2.283 -1.854
N2 5.704 2.326 -3.169
C10 4.944 3.327 -3.763
N3 4.964 3.302 -5.146
N4 4.222 4.170 -3.073
C11 4.301 4.071 -1.747
N5 5.107 3.236 -1.084
C12 3.335 4.924 -0.994
C13 2.157 5.401 -1.686
C14 1.216 6.093 -0.940
C15 1.521 6.428 0.407
C16 2.595 5.802 0.982
N6 3.580 5.246 0.220
H9 6.519 0.426 -1.826
H10 6.154 1.024 -0.222
H11 5.346 2.420 -5.519
H12 4.424 3.898 -5.733
H13 1.987 5.174 -2.766
H14 0.300 6.464 -1.413
H15 0.812 7.018 0.981
H16 2.743 5.851 2.046
Cl1 3.430 -0.002 1.164
C17 4.815 -0.968 1.867
Cl2 5.842 -1.620 0.574
H17 4.302 -1.747 2.411
H18 5.354 -0.235 2.515
C18 -4.998 -0.201 -1.184
C19 -3.690 0.457 -0.869
C20 -3.249 1.600 -1.554
C21 -2.151 2.350 -1.132
C22 -1.897 3.749 -1.723
C23 -1.337 1.860 -0.076
C24 -1.757 0.683 0.653
C25 -2.870 -0.052 0.106
N7 -1.209 0.408 1.846
C26 -1.857 0.653 3.127
C27 -0.798 0.658 4.264
C28 -1.449 0.789 5.669
C29 -2.398 -0.334 5.990
C30 -3.470 -0.285 4.861
C31 -4.261 1.007 4.895
C32 -3.301 2.136 4.561
C33 -2.208 2.119 5.689
C34 -2.802 1.978 3.149
C35 -2.821 -0.481 3.488
H19 -5.395 -0.002 -2.205
H20 -5.747 0.117 -0.437
H21 -4.863 -1.286 -1.054
H22 -3.789 1.956 -2.417
H23 -1.585 3.696 -2.785
H24 -1.118 4.199 -1.041
H25 -2.848 4.342 -1.685
H26 -0.493 2.506 0.233
H27 -3.165 -1.000 0.617
H28 -0.047 1.441 4.068
H29 -0.282 -0.332 4.180
H30 -0.634 0.843 6.399
H31 -2.800 -0.222 7.047
H32 -1.852 -1.329 5.937
H33 -4.104 -1.202 5.089
H34 -4.704 1.179 5.886
H35 -5.069 0.931 4.176
H36 -3.879 3.088 4.622
H37 -2.727 2.324 6.639
H38 -1.500 2.951 5.502
H39 -2.237 2.878 2.722
H40 -3.623 1.809 2.449
H41 -3.622 -0.498 2.749
H42 -2.287 -1.419 3.589
C36 2.750 -1.249 -5.727
C37 2.038 -0.090 -5.015
C38 2.004 -0.201 -3.528
S1 0.832 -1.351 -2.666
O6 0.976 -0.572 -1.303
C39 -0.816 -0.857 -3.375
C40 -1.717 -1.963 -3.990
C41 -3.094 -2.287 -3.282
H43 2.802 -1.042 -6.821
H44 2.302 -2.215 -5.593
H45 3.761 -1.271 -5.331
H46 1.038 0.161 -5.453
H47 2.635 0.809 -5.176
H48 1.815 0.838 -3.130
H49 2.970 -0.470 -3.037
H50 -0.564 -0.119 -4.187
H51 -1.415 -0.338 -2.600
H52 -1.163 -2.893 -4.107
H53 -1.936 -1.638 -5.004
H54 -3.055 -2.547 -2.178
H55 -3.484 -3.218 -3.790
H56 -3.779 -1.427 -3.402

Atomic forces in eV per Å
La -0.8 -0.3 2.5
O 0.2 -0.5 -1.5
C 0.4 1.2 1.8
O -0.6 -0.8 -0.1
C 0.7 0.0 0.5
C -1.8 -0.4 -1.7
C 1.2 0.7 0.9
C 0.0 -1.0 -1.1
C 1.3 -0.5 2.3
O -1.1 0.5 0.3
C -0.1 1.7 -0.5
C 0.4 -1.1 -0.7
O 0.9 0.2 0.0
O -0.4 -0.3 0.2
H 0.2 0.5 -0.3
H -0.3 0.1 -0.6
H -0.6 -0.8 0.1
H -0.7 0.4 -0.3
H -0.1 0.2 0.5
H 0.0 0.2 0.5
H 0.6 0.5 -0.7
H -0.1 -0.3 0.2
N 0.3 -0.3 -1.4
C -0.4 0.6 0.9
N -0.7 0.4 -1.7
C 1.4 -2.1 0.2
N 0.8 -1.4 1.2
N -0.7 0.6 -0.7
C 1.3 -0.6 0.4
N -1.1 0.1 0.0
C -1.2 1.1 -2.5
C -0.1 -0.8 0.0
C 0.8 0.9 -0.2
C -1.2 -1.1 -0.7
C 1.1 1.0 -1.1
N -0.6 -1.0 3.1
H -0.2 0.8 0.8
H -0.2 0.4 -0.4
H -0.3 1.1 0.2
H -0.3 0.3 0.1
H 0.2 0.1 1.2
H 0.4 -0.1 0.2
H 0.1 -0.2 0.1
H 0.4 0.1 0.2
Cl 0.4 -0.1 0.0
C -0.5 1.2 -0.1
Cl -0.2 0.1 0.6
H 0.4 -0.3 0.1
H -0.3 -0.9 -0.7
C -0.3 -0.5 -0.1
C 0.6 0.6 -1.4
C -0.1 0.2 0.3
C 0.7 -0.3 0.2
C 0.0 -0.4 0.8
C -1.2 0.1 -0.6
C -1.7 2.1 -1.9
C 0.3 -0.5 1.8
N 2.6 -1.2 1.1
C -1.2 0.6 0.2
C -0.1 -0.6 -0.5
C 1.0 1.0 -0.1
C 0.2 -0.8 -0.2
C -0.7 -1.9 1.5
C 0.0 -0.4 0.4
C -0.7 1.1 1.0
C -0.2 0.9 -1.1
C 2.7 -0.5 -0.9
C -0.3 0.2 0.8
H 0.4 0.0 0.7
H 0.2 -0.1 -0.4
H -0.3 0.3 -0.1
H -0.4 0.2 0.0
H 0.1 0.2 0.6
H -0.8 0.0 -1.2
H 0.9 -0.4 0.1
H -0.5 -0.7 0.3
H 0.3 0.9 -0.3
H -0.2 -0.1 0.2
H -0.2 0.6 0.1
H 0.0 -0.1 0.0
H 0.2 -0.1 -1.3
H -0.6 1.0 0.1
H 0.2 1.1 -0.6
H 0.0 -0.1 -0.1
H -0.3 0.2 -0.2
H 0.4 -0.4 0.1
H 0.3 -0.2 -0.1
H -0.2 -0.3 0.2
H -0.5 -1.0 0.8
H -0.1 0.0 0.1
H 0.1 -0.4 -0.2
H 0.2 -0.4 -0.7
C 0.0 1.1 -0.8
C -0.1 -0.3 -1.0
C 0.0 0.9 1.1
S 0.0 2.1 0.5
O -0.2 -1.0 -2.1
C -0.4 0.8 -0.6
C -0.3 -0.4 0.7
C 0.6 -0.6 0.1
H 0.0 -0.2 0.7
H -0.4 -0.4 0.2
H 0.2 -0.2 -0.1
H 0.7 -0.4 0.4
H 0.0 0.1 -0.2
H -0.5 -1.2 0.1
H -0.5 -0.1 -0.7
H -0.2 -0.5 1.0
H 0.8 0.0 0.0
H 0.2 -0.1 0.1
H -0.1 -0.1 -0.1
H 0.4 0.5 -1.2
H 0.1 1.2 0.4
H 0.2 -0.6 0.0

---

A structure of composition C4H10N2O3, computed with ωB97M-V/def2-TZVPD.

Calculated total energy ... -13427.525 eV
E_LUMO ... 0.62 eV
Orbital gap ... 0.3579 hartree
Charge ... 0
Energy relative to the best compared isomer or geometry (same formula, charge and spin) ... 610.9 kJ/mol

CARTESIAN COORDINATES (ANGSTROEM)
C1 1.959 0.396 0.064
C2 -0.538 2.058 0.247
C3 2.172 -0.967 -0.125
N1 -2.084 -0.247 -0.102
N2 -0.031 0.745 0.621
C4 -0.727 -0.315 0.445
O1 -1.930 -0.428 -1.517
O2 -2.849 -1.294 0.424
O3 -0.252 -1.506 0.642
H1 -1.477 -1.283 -1.642
H2 -2.248 -2.060 0.511
H3 2.301 0.888 0.962
H4 1.794 1.050 -0.783
H5 -1.527 2.231 0.672
H6 -0.618 2.167 -0.838
H7 0.151 2.812 0.629
H8 2.792 -1.491 0.597
H9 2.207 -1.347 -1.141
H10 0.906 -1.411 0.333

Atomic forces in eV per Å
C -0.1 -0.3 0.0
C -0.1 -0.1 0.0
C 0.1 0.2 0.0
N 0.0 -0.2 -0.2
N 0.1 -0.2 0.0
C 0.1 0.0 -0.2
O 0.0 -0.1 0.5
O 0.4 0.2 -0.2
O 0.0 0.2 0.0
H -0.1 0.1 0.1
H 0.0 0.1 0.0
H 0.0 0.0 0.0
H 0.0 0.0 0.0
H 0.0 0.0 0.0
H 0.0 0.0 0.0
H 0.0 0.0 0.0
H -0.1 0.0 0.0
H 0.0 0.0 0.0
H -0.2 0.1 0.1